Entry 1:
DFT (wB97M-V/def2-TZVPD) results for a cluster of 2 separate species, C5H12O2S2 in total at a distorted geometry.

Values from the calculation:
gap between HOMO and LUMO: 8.861 eV
relative energy (zero: lowest compared OMol25 entry of this formula, charge and spin): 104.57 kcal per mole
LUMO: 0.584 eV

Cartesian coordinates (Å):
C 0.8936 1.5764 -1.2691
C 0.2907 1.6971 1.1498
C -2.9135 -1.7604 0.3271
C 2.5051 -0.6291 0.4410
C 0.6905 1.0014 -0.1083
O -1.7145 -0.0422 -1.4198
O 0.6679 -1.4232 -1.2031
S -2.1110 -0.1154 0.1311
S 0.7335 -0.8291 0.1684
H 0.7369 2.6668 -1.4983
H -0.8757 -0.3847 -1.5283
H 1.0353 0.9268 -2.0629
H 0.6989 1.0859 1.9309
H 0.7534 2.6480 1.2551
H -0.8257 1.8783 1.1046
H -3.4543 -2.0864 -0.5831
H -3.4840 -1.7352 1.1541
H -2.0503 -2.5021 0.4362
H 2.9170 0.3708 0.6478
H 2.7478 -1.1906 -0.4557
H 2.7585 -1.1531 1.3825

Entry 2:
DFT (wB97M-V/def2-TZVPD) results for a cluster of 3 separate species, C28H59N3O6P in total at a distorted geometry.

Values from the calculation:
spin multiplicity: 3
charge: +1
gap between HOMO and LUMO (alpha / beta): 7.844 / 8.721 eV
LUMO (alpha / beta): -2.160 / -2.160 eV

Cartesian coordinates (Å):
C -0.8292 -0.8763 -3.6133
C -2.0442 -0.6801 -2.7032
C -1.7076 -0.2800 -1.2960
O -2.0214 0.7598 -0.8779
O -1.0430 -1.1402 -0.4570
C 0.3724 -1.1499 -0.6009
C 1.0754 -0.3167 0.4738
P 0.9333 1.4943 0.3150
C -0.4215 2.1834 1.3410
N -1.0554 1.1675 2.1908
C 2.5010 2.1773 1.0554
O 2.5939 3.5470 0.8896
C 2.5184 4.3030 2.0990
C 0.8850 2.1137 -1.4280
O 0.8457 3.5009 -1.4952
C -0.4649 4.0624 -1.4819
H -1.1915 -1.3251 -4.5295
H -0.0794 -1.5542 -3.2350
H -0.4103 0.0752 -3.9121
H -2.6490 0.1106 -3.1132
H -2.6377 -1.5892 -2.6677
H 0.7361 -0.8553 -1.5806
H 0.6945 -2.1732 -0.4605
H 2.1377 -0.5423 0.4063
H 0.7742 -0.6446 1.4608
H -0.0449 3.0137 1.9234
H -1.1757 2.6129 0.6914
H -2.0170 1.4670 2.3037
H -1.1329 0.2742 1.7151
H 3.3072 1.6702 0.5270
H 2.5028 1.8435 2.0934
H 2.9308 3.7759 2.9505
H 1.5139 4.6599 2.2949
H 3.1363 5.1795 1.9561
H 1.8275 1.8060 -1.8804
H 0.0947 1.6764 -2.0301
H -1.2559 3.3181 -1.4862
H -0.6134 4.7073 -0.6227
H -0.5801 4.6882 -2.3607
C -5.3565 -0.1372 5.2024
C -4.3265 0.9487 5.6112
C -2.9110 0.5202 5.2117
C -2.3198 -0.5688 6.1047
C -2.4164 -0.1707 7.5768
C -3.8385 0.2063 7.9952
N -4.4252 1.2217 7.0727
O -3.9031 2.3685 7.3206
C -4.7078 -1.0657 8.0451
C -3.8295 0.7190 9.4330
C -4.7048 2.1785 4.7873
H -6.1773 -0.1951 5.9159
H -5.8097 0.0878 4.2373
H -4.9117 -1.1282 5.1080
H -2.2457 1.3893 5.2462
H -2.9152 0.1778 4.1735
H -2.8213 -1.5247 5.9303
H -1.2716 -0.7269 5.8393
H -2.0588 -0.9900 8.2037
H -1.7419 0.6719 7.7601
H -5.7462 -0.8192 8.2701
H -4.3494 -1.7291 8.8324
H -4.6864 -1.6536 7.1310
H -3.1649 1.5710 9.5678
H -3.4850 -0.0673 10.1039
H -4.8314 1.0142 9.7487
H -5.7047 2.5335 5.0417
H -4.7010 1.9213 3.7268
H -4.0039 3.0028 4.9179
C 3.1945 -4.1595 -6.7790
C 2.5230 -2.8674 -6.2463
C 2.3410 -1.8529 -7.3803
C 3.6357 -1.1679 -7.8104
C 4.3599 -0.5699 -6.6076
C 4.5958 -1.5891 -5.4917
N 3.3327 -2.2955 -5.1215
O 2.6026 -1.4904 -4.4324
C 5.6792 -2.5905 -5.9363
C 5.2019 -0.8859 -4.2795
C 1.1410 -3.3159 -5.7740
H 3.8471 -4.6075 -6.0304
H 2.4536 -4.9179 -7.0275
H 3.7752 -3.9908 -7.6854
H 1.6310 -1.0809 -7.0640
H 1.8881 -2.3527 -8.2390
H 4.2851 -1.8709 -8.3381
H 3.4067 -0.3760 -8.5260
H 5.3173 -0.1530 -6.9258
H 3.7728 0.2705 -6.2223
H 5.8182 -3.3731 -5.1890
H 6.6330 -2.0764 -6.0551
H 5.4778 -3.0639 -6.8931
H 4.5773 -0.0709 -3.9148
H 6.1668 -0.4564 -4.5453
H 5.3625 -1.5888 -3.4595
H 1.2132 -4.0398 -4.9592
H 0.6086 -3.7955 -6.5941
H 0.5184 -2.4873 -5.4428

Entry 3:
DFT (wB97M-V/def2-TZVPD) results for a structure of composition C2H3N3O3 at a distorted geometry.

Values from the calculation:
gap between HOMO and LUMO: 9.495 eV
relative energy (zero: lowest compared OMol25 entry of this formula, charge and spin): 153.55 kcal per mole
LUMO: 0.071 eV

Cartesian coordinates (Å):
C -0.7195 -0.0850 -1.2151
C 0.0385 -0.9163 -0.1394
H 2.4812 0.0755 1.6915
H 0.5098 -0.1160 2.3027
H -2.3825 0.4569 -1.9991
N 1.3716 0.6007 1.7453
N 0.6451 0.1123 0.4060
N -0.7290 1.1417 -0.9311
O 0.1993 1.3085 0.0320
O -1.6355 -0.5538 -2.0884
O 0.2210 -2.0244 0.1957

Entry 4:
DFT (wB97M-V/def2-TZVPD) results for a structure of composition C37H41Cl6N5O10Si4TeZr.

Values from the calculation:
gap between HOMO and LUMO: 5.828 eV
relative energy (zero: lowest compared OMol25 entry of this formula, charge and spin): 1.06 kcal per mole
LUMO: -1.746 eV

Cartesian coordinates (Å):
Zr 0.9316 0.6991 0.3510
Cl 2.5550 -2.8675 6.7674
C 1.9866 -1.8734 5.4665
C 1.9428 -2.3902 4.1847
C 1.4950 -1.5796 3.1611
Cl 1.3780 -2.2420 1.5607
C 1.1004 -0.2508 3.3573
O 0.7271 0.5194 2.3439
C 1.1121 0.2036 4.6827
Cl 0.4581 1.7679 5.0411
C 1.5595 -0.5863 5.7276
H 2.2508 -3.4063 3.9836
H 1.5573 -0.1986 6.7363
O 1.5976 -0.8602 -3.3673
C 1.8693 -0.7760 -2.1903
O 0.9635 -0.5294 -1.2638
C 3.2703 -0.9638 -1.7019
C 4.1509 -1.6203 -2.5455
C 5.4595 -1.8182 -2.1572
C 5.9381 -1.3499 -0.9487
C 5.0575 -0.7002 -0.1165
C 3.6992 -0.4752 -0.4485
O 2.9099 0.1982 0.3488
N 5.6064 -0.2032 1.1498
O 6.6967 0.3576 1.0776
O 4.9825 -0.3782 2.1671
N 6.3819 -2.5246 -3.0539
O 7.5242 -2.6830 -2.6684
O 5.9327 -2.9501 -4.0983
H 3.8037 -1.9732 -3.5055
H 6.9740 -1.4849 -0.6765
O 7.5250 1.8696 3.7077
C 6.5701 2.6948 4.1729
O 6.6273 3.1732 5.2696
C 5.3890 2.8472 3.2655
C 5.5567 3.1369 1.9178
C 4.4571 3.1933 1.0762
C 3.2024 2.9080 1.5952
C 3.0213 2.6455 2.9436
C 4.1152 2.6501 3.7864
N 2.1006 2.7768 0.7068
C 1.6836 3.7814 0.0486
C 0.7970 3.5547 -1.0982
C 0.2228 4.6041 -1.7895
C -0.4896 4.3057 -2.9416
C -0.5804 2.9853 -3.3499
C 0.0122 1.9906 -2.5839
N 0.7004 2.2689 -1.4730
H 7.1568 1.3269 2.9820
H 6.5489 3.2961 1.5166
H 4.5796 3.3778 0.0160
H 2.0263 2.4528 3.3138
H 3.9959 2.4556 4.8447
H 1.9998 4.7986 0.2718
H 0.3322 5.6185 -1.4300
H -0.9609 5.0945 -3.5128
H -1.1109 2.7111 -4.2503
H -0.0566 0.9419 -2.8610
C -6.1923 -3.4686 -0.7275
Si -4.7620 -2.8488 0.3264
C -5.4699 -2.0737 1.8836
C -3.6481 -4.2881 0.8059
Si -3.4586 -1.3061 -0.9146
Te -2.0163 -0.5485 1.0091
Si -2.2826 -2.4332 -2.6156
C -0.8214 -3.3339 -1.8565
C -1.7141 -1.2519 -3.9653
C -3.4674 -3.6903 -3.3685
Si -4.7786 0.5047 -1.6117
C -5.8977 -0.1012 -3.0000
C -5.7991 1.1413 -0.1682
C -3.6986 1.8865 -2.2882
H -6.8105 -4.1619 -0.1493
H -5.8510 -3.9895 -1.6243
H -6.8341 -2.6419 -1.0425
H -6.0104 -2.8340 2.4552
H -6.1668 -1.2680 1.6487
H -4.6904 -1.6581 2.5243
H -4.1779 -4.9850 1.4614
H -2.7566 -3.9426 1.3366
H -3.3148 -4.8423 -0.0750
H -0.1928 -2.6339 -1.2978
H -0.2082 -3.8018 -2.6312
H -1.1563 -4.1137 -1.1683
H -0.7219 -0.8495 -3.7361
H -2.4131 -0.4229 -4.1102
H -1.6331 -1.7862 -4.9162
H -3.7534 -4.4485 -2.6346
H -2.9821 -4.2026 -4.2040
H -4.3816 -3.2256 -3.7468
H -6.5452 -0.9168 -2.6708
H -5.3088 -0.4667 -3.8460
H -6.5371 0.7078 -3.3640
H -6.6533 0.4894 0.0273
H -6.1842 2.1433 -0.3829
H -5.2023 1.2022 0.7462
H -3.1674 1.5602 -3.1871
H -2.9580 2.2201 -1.5561
H -4.3209 2.7458 -2.5558
Cl -3.4912 3.9075 0.9014
C -2.1953 3.1327 1.8501
Cl -2.9206 2.0102 3.0273
Cl -1.2940 4.3692 2.7639
C -1.2726 2.5651 0.8170
N -1.1817 1.4291 0.3211

Electronic energy for the records above, in order: -31141.4977, -56025.8637, -12727.2991, -182181.5171 eV